C8H9N2O | wB97M-V/def2-TZVPD

Element x y z (Å)
H (1.4068, -1.8722, 0.4042)
C (0.7256, 1.1377, 0.9735)
H (-3.4682, 1.3882, 3.7591)
H (-0.3768, 2.3123, -1.1854)
H (0.5631, -0.9116, 1.8956)
C (-2.8828, 1.9359, 3.0267)
C (-0.1102, -0.7223, -2.1857)
C (0.4961, -1.1935, 0.7544)
H (1.6028, 2.5323, 2.3463)
H (0.3559, -0.3606, -3.1184)
O (-0.0383, 1.5689, -1.7511)
H (-1.1121, -0.8398, -2.4930)
C (-2.4857, 2.1774, 1.9249)
C (0.1254, 0.3660, -1.2724)
N (-1.2450, 3.1073, -0.0983)
C (-1.8938, 2.7868, 0.8179)
N (0.8582, 1.8843, 1.8890)
H (-0.3852, -1.7764, 0.6159)
C (0.4285, 0.1636, 0.0653)
H (0.3895, -1.6116, -1.7801)

Atoms 1-6, force components in eV/Å:
-1.73 1.63 0.95
0.26 1.57 0.92
0.57 0.69 0.11
0.30 -0.16 0.44
0.10 -1.28 -2.13
-1.33 -1.58 0.49

ΔE to the lowest compared entry with this formula, charge and spin in eV: 4.491
Net charge: +1
Orbital gap in eV: 9.192